{
  "formula": "C50H40BNO10",
  "method": "the ωB97M-V functional and the def2-TZVPD basis",
  "homo_energy_ev": -9.323,
  "charge": 0,
  "species": ["O", "O", "O", "O", "O", "O", "O", "O", "O", "O", "N", "C", "C", "C", "C", "C", "C", "C", "C", "C", "C", "C", "C", "C", "C", "C", "C", "C", "C", "C", "C", "C", "C", "C", "C", "C", "C", "C", "C", "C", "C", "C", "C", "C", "C", "C", "C", "C", "C", "C", "C", "C", "C", "C", "C", "C", "C", "C", "C", "C", "C", "B", "H", "H", "H", "H", "H", "H", "H", "H", "H", "H", "H", "H", "H", "H", "H", "H", "H", "H", "H", "H", "H", "H", "H", "H", "H", "H", "H", "H", "H", "H", "H", "H", "H", "H", "H", "H", "H", "H", "H", "H"],
  "xyz": [[-10.50346, 4.92855, 6.11151], [-7.60086, 2.33913, 2.45205], [8.06352, -3.70910, -3.16169], [2.77930, 4.45486, 3.46439], [4.96449, -0.41572, 3.63930], [-1.74648, -0.41659, 0.36810], [4.56478, -1.57007, -1.30858], [3.09487, -2.80167, -2.27229], [8.76616, -4.09304, -5.19302], [-2.74873, 0.78760, -4.74154], [3.67911, -1.46206, -2.03264], [-3.23517, 0.53837, -1.18014], [0.93745, -0.95187, -3.81322], [-2.50505, 0.54003, -3.57642], [-0.95071, -0.39541, -1.84963], [-7.72720, 4.93702, 6.43838], [-11.89397, 3.55715, 4.11100], [1.09845, -0.04006, 2.09342], [-0.27890, -0.38678, -4.16609], [-1.22245, -0.09772, -3.18714], [-1.95941, -0.11905, -0.79363], [-7.60517, 3.58030, 4.44808], [-6.34822, 4.87740, 6.55870], [5.32704, 4.23390, 4.59196], [8.52110, -4.49279, -3.90655], [3.26420, 3.34269, 3.52865], [6.57470, 4.05179, 5.16577], [2.51241, 2.15699, 3.04201], [-10.50597, 3.58187, 4.18444], [-3.48575, 0.87751, -2.51099], [-11.76358, 2.24442, 2.09812], [-5.35419, 1.47901, -0.54276], [2.38304, -0.20860, 2.58528], [-12.52091, 2.88652, 3.07331], [-10.38028, 2.26138, 2.16951], [3.56665, -3.25845, -3.56622], [5.73125, -4.42142, -5.73113], [-5.59609, 4.16014, 5.63315], [-6.22224, 3.51812, 4.57733], [-9.84491, 4.31684, 5.29507], [-4.66411, 1.53294, -2.84838], [8.86260, -5.88727, -3.36024], [0.27370, -0.95777, -1.50172], [-8.36160, 4.28025, 5.39022], [8.23087, -4.97316, -6.18733], [1.22369, -1.23438, -2.47777], [7.12231, 2.77557, 5.25699], [1.22068, 2.31880, 2.55219], [-4.17810, 0.83144, -0.20065], [6.88858, -4.49884, -6.77483], [-9.74693, 2.92130, 3.21668], [-5.59294, 1.83802, -1.86605], [5.17993, 1.86305, 4.17477], [3.09096, 0.88624, 3.06950], [4.62046, 3.14001, 4.10473], [-8.26337, 2.90251, 3.30124], [3.61033, -5.74077, -4.92390], [0.51456, 1.22258, 2.08307], [5.04431, -5.79752, -5.55885], [4.45397, 0.68659, 3.62634], [6.42942, 1.68486, 4.75761], [3.49619, -4.85129, -3.60382], [7.12169, 4.90449, 5.54860], [0.54528, -0.89245, 1.72062], [2.91473, -2.84648, -4.36175], [8.12940, -6.02475, -5.87255], [4.60704, -2.90166, -3.70369], [8.09239, 2.63358, 5.71693], [-13.60229, 2.86435, 3.02101], [8.95652, -4.97887, -7.02295], [9.18552, -6.54194, -4.18885], [-12.25516, 1.72666, 1.28390], [0.49079, -1.17833, -0.46522], [9.62665, -5.84491, -2.57702], [2.83072, -5.47496, -5.66637], [-0.49191, -0.16586, -5.20445], [2.23907, -1.69690, -2.18860], [4.91174, -6.21341, -6.57731], [-12.48577, 4.05821, 4.86601], [6.95879, -3.54374, -7.31867], [3.36808, -6.77953, -4.62387], [-4.51958, 4.10457, 5.73592], [-3.99204, 0.55777, 0.82985], [7.92799, -6.31228, -2.95926], [3.30289, -5.40773, -2.56625], [1.66983, -1.16941, -4.58363], [0.76452, 3.30026, 2.54029], [-0.49277, 1.34831, 1.70706], [-5.85623, 5.38608, 7.37831], [-6.50701, 2.35518, -2.13034], [-4.85465, 1.80875, -3.87747], [5.66327, -6.52900, -5.01173], [-5.63471, 2.96526, 3.85589], [-8.31023, 5.49107, 7.16246], [6.10810, -4.04072, -4.76397], [-9.79356, 1.75730, 1.41259], [-6.08550, 1.71029, 0.22330], [5.00919, -3.66045, -6.08371], [4.90084, 5.22656, 4.52687], [6.57940, -5.25057, -7.52896], [6.85935, 0.69391, 4.82485], [2.83322, -1.19301, 2.59651]],
  "lowdin_charge": [0.107, 0.093, 0.131, 0.103, 0.104, 0.082, 0.177, -0.227, 0.002, 0.099, -0.016, -0.083, -0.044, -0.281, -0.079, 0.000, 0.000, -0.056, 0.000, -0.089, -0.268, -0.083, -0.055, -0.003, -0.546, -0.279, -0.059, -0.085, -0.082, -0.084, -0.057, -0.049, 0.004, -0.056, -0.002, -0.134, -0.197, -0.054, 0.000, -0.278, -0.002, 0.020, 0.024, -0.083, -0.191, -0.043, -0.059, 0.004, 0.002, -0.158, -0.083, -0.054, -0.083, -0.085, -0.083, -0.274, -0.158, -0.045, -0.203, -0.279, -0.002, -0.037, 0.106, 0.094, 0.105, 0.114, 0.112, 0.106, 0.108, 0.129, 0.072, 0.108, 0.098, 0.093, 0.109, 0.119, 0.002, 0.108, 0.121, 0.116, 0.091, 0.109, 0.120, 0.093, 0.082, 0.095, 0.120, 0.099, 0.108, 0.107, 0.120, 0.112, 0.120, 0.121, 0.089, 0.120, 0.096, 0.121, 0.120, 0.113, 0.120, 0.121]
}